# 1
Formula: C28H35N7
Source: OMol25
Level of theory: ωB97M-V/def2-TZVPD

Summary:
DFT total energy in Ha: -1470.6422
Frontier orbital gap in Ha: 0.298
ΔE to the lowest compared entry with this formula, charge and spin in eV: 14.6699
F_max in eV/A: 14.896
SMILES: c1cc[nH]c1.c1cc[nH]c1.c1cc[nH]c1.c1cc[nH]c1.c1cc[nH]c1.c1cc[nH]c1.c1cc[nH]c1
Highest occupied orbital energy in eV: -7.55

ORCA input file:
```
! RIJCOSX wB97M-V def2-TZVPD def2/J DEFGRID3
* xyz 0 1
C -5.684 1.141 -0.794
C -5.138 0.691 -2.132
C -3.613 0.769 -2.038
N -3.387 1.284 -0.675
C -4.514 1.419 0.032
H -6.625 0.988 -0.322
H -5.880 0.362 -2.876
H -2.604 0.765 -2.802
H -2.442 1.526 -0.354
H -4.543 1.909 1.093
C -1.294 1.619 -4.736
C -1.074 3.046 -4.154
C 0.427 3.117 -4.102
N 0.965 1.904 -4.499
C -0.011 0.893 -4.833
H -2.272 1.233 -4.782
H -1.873 3.829 -3.907
H 1.263 3.979 -3.943
H 1.860 1.654 -4.682
H 0.167 -0.089 -5.034
C -0.631 1.203 0.588
C -0.616 -0.285 0.082
C 0.020 -0.250 -1.281
N 0.265 1.095 -1.677
C 0.028 1.944 -0.582
H -0.943 1.373 1.601
H -0.903 -1.215 0.582
H 0.103 -0.998 -2.022
H 0.298 1.377 -2.758
H 0.412 2.989 -0.562
C 4.579 0.330 2.029
C 4.446 1.645 1.278
C 3.200 1.633 0.509
N 2.557 0.398 0.776
C 3.265 -0.432 1.612
H 5.121 -0.008 2.945
H 5.296 2.349 1.252
H 2.864 2.585 0.012
H 1.579 0.104 0.543
H 2.959 -1.427 1.893
C 2.607 -2.930 -5.223
C 1.733 -2.578 -4.143
C 2.468 -2.757 -2.832
N 3.747 -3.160 -3.168
C 3.949 -3.416 -4.549
H 2.421 -2.939 -6.277
H 0.640 -2.583 -4.199
H 2.003 -2.747 -1.786
H 4.608 -3.199 -2.580
H 4.864 -3.985 -4.889
C 0.506 -0.045 4.718
C 0.449 0.111 6.315
C 0.696 1.687 6.495
N 1.017 2.221 5.192
C 1.048 1.217 4.165
H 0.631 -0.971 4.259
H 0.278 -0.576 6.950
H 1.043 2.173 7.451
H 1.310 3.184 4.986
H 1.381 1.532 3.304
C -2.759 -1.453 2.888
C -2.307 -1.729 4.375
C -2.224 -3.251 4.460
N -2.478 -3.789 3.285
C -2.865 -2.847 2.299
H -2.772 -0.631 2.209
H -2.151 -0.996 5.242
H -2.130 -3.931 5.503
H -2.306 -4.717 2.998
H -3.067 -3.351 1.250
*
```


# 2
Formula: C30H87N5O11
Source: OMol25
Level of theory: ωB97M-V/def2-TZVPD

Summary:
DFT total energy in Ha: -2296.0060
Frontier orbital gap (spin up / spin down) in Ha: 0.332 / 0.105
F_max in eV/A: 4.309
Highest occupied orbital energy (spin up / spin down) in eV: -11.06 / -11.06

ORCA input file:
```
! RIJCOSX wB97M-V def2-TZVPD def2/J DEFGRID3
* xyz 1 2
O 4.433 -1.970 -2.122
H 4.080 -1.927 -3.010
H 4.893 -1.139 -2.006
C -2.169 -0.993 -4.052
C -0.842 -1.233 -4.755
C -0.542 -0.376 -6.030
O 0.641 -0.789 -6.697
C 0.945 -0.198 -7.890
N 0.209 -1.126 -3.741
H -2.351 0.038 -3.749
H -2.409 -1.660 -3.224
H -2.987 -1.193 -4.744
H -0.873 -2.298 -4.983
H -0.576 0.683 -5.774
H -1.444 -0.403 -6.642
H 0.106 -0.297 -8.578
H 1.930 -0.381 -8.320
H 0.928 0.864 -7.644
H 0.668 -0.227 -3.712
H 1.039 -1.597 -4.072
C -1.021 -4.172 3.808
C -2.598 -3.711 3.879
C -3.297 -3.656 5.270
O -4.732 -3.539 4.953
C -5.476 -3.422 6.175
N -2.649 -2.441 3.256
H -0.480 -4.053 2.870
H -0.794 -5.173 4.176
H -0.522 -3.381 4.367
H -3.226 -4.396 3.309
H -2.923 -2.827 5.871
H -3.161 -4.620 5.762
H -5.331 -2.490 6.720
H -5.229 -4.301 6.770
H -6.511 -3.724 6.010
H -3.651 -2.319 3.294
H -2.441 -2.375 2.270
C -2.560 3.737 -2.534
C -2.739 5.202 -2.224
C -3.736 6.030 -2.943
O -3.767 5.976 -4.366
C -4.658 6.878 -4.949
N -2.926 5.481 -0.834
H -1.636 3.360 -2.096
H -2.401 3.729 -3.612
H -3.455 3.179 -2.260
H -1.723 5.578 -2.350
H -3.504 7.072 -2.724
H -4.754 5.777 -2.646
H -5.612 6.776 -4.433
H -4.578 6.594 -5.999
H -4.252 7.868 -4.739
H -3.496 4.716 -0.500
H -3.446 6.345 -0.780
C 4.711 -8.512 3.026
C 4.504 -7.178 2.343
C 3.091 -7.077 1.698
O 2.761 -5.850 1.071
C 1.405 -5.808 0.655
N 4.529 -6.039 3.277
H 3.964 -8.626 3.812
H 5.629 -8.536 3.612
H 4.651 -9.288 2.263
H 5.282 -6.998 1.602
H 2.386 -7.306 2.498
H 3.082 -7.872 0.953
H 0.779 -5.981 1.530
H 1.229 -6.559 -0.115
H 1.233 -4.753 0.439
H 4.608 -5.260 2.639
H 5.479 -6.073 3.620
C 0.408 1.645 -1.608
C 1.749 1.334 -0.871
C 1.570 -0.021 -0.161
O 0.708 0.045 1.024
C 1.019 -0.970 1.956
N 2.957 1.323 -1.748
H -0.359 1.925 -0.885
H -0.076 0.775 -2.051
H 0.474 2.491 -2.293
H 1.957 2.058 -0.083
H 2.600 -0.329 0.017
H 1.011 -0.681 -0.826
H 1.161 -1.964 1.533
H 0.215 -1.093 2.682
H 1.872 -0.674 2.567
H 3.758 0.911 -1.290
H 3.241 2.291 -1.716
C -2.788 2.315 4.382
C -3.205 0.870 4.891
O -2.109 -0.004 5.027
H -2.219 2.826 5.158
H -3.605 2.931 4.008
H -2.183 2.338 3.475
H -3.831 0.363 4.156
H -3.809 0.976 5.792
H -2.126 -0.731 4.400
C -3.136 -2.576 -0.565
C -1.832 -1.930 -0.351
O -1.871 -1.086 0.845
H -3.114 -3.430 -1.241
H -3.751 -1.828 -1.065
H -3.420 -2.954 0.417
H -1.597 -1.434 -1.293
H -1.058 -2.674 -0.164
H -1.084 -0.558 0.996
C 1.681 7.089 -4.291
C 0.797 5.796 -4.288
O 0.902 5.140 -3.002
H 2.585 7.064 -3.681
H 1.157 7.904 -3.792
H 1.938 7.299 -5.329
H 1.207 5.147 -5.061
H -0.260 6.048 -4.380
H 0.322 5.527 -2.342
C 5.747 1.839 1.573
C 6.527 1.079 0.586
O 5.563 0.333 -0.181
H 6.330 2.545 2.166
H 5.244 1.178 2.279
H 5.017 2.376 0.969
H 7.148 0.376 1.141
H 7.059 1.788 -0.048
H 5.481 -0.519 0.255
C 0.701 3.948 4.149
C 0.854 3.315 2.798
O 0.189 2.045 2.992
H -0.342 3.966 4.467
H 1.110 4.956 4.219
H 1.142 3.123 4.709
H 1.920 3.145 2.645
H 0.376 3.909 2.019
H 0.362 1.343 2.360
*
```


# 3
Formula: C4H7NO
Source: OMol25
Level of theory: ωB97M-V/def2-TZVPD

Summary:
DFT total energy in Ha: -286.5305
Frontier orbital gap in Ha: 0.397
ΔE to the lowest compared entry with this formula, charge and spin in eV: 2.7513
F_max in eV/A: 3.511
SMILES: CC(=O)[C@H]1CN1
Highest occupied orbital energy in eV: -9.90

ORCA input file:
```
! RIJCOSX wB97M-V def2-TZVPD def2/J DEFGRID3
* xyz 0 1
C -0.791 0.850 1.872
C -0.492 0.096 0.619
O -1.075 -0.965 0.339
C 0.607 0.474 -0.328
C 1.336 -0.681 -0.974
N 0.424 0.193 -1.819
H -1.304 1.782 1.853
H -1.232 0.013 2.560
H 0.268 1.169 2.192
H 1.068 1.419 -0.281
H 0.889 -1.631 -0.631
H 2.521 -0.556 -0.926
H -0.547 -0.255 -1.880
*
```


# 4
Formula: H6OSi2
Source: OMol25
Level of theory: ωB97M-V/def2-TZVPD

Summary:
DFT total energy in Ha: -657.7088
Frontier orbital gap in Ha: 0.267
ΔE to the lowest compared entry with this formula, charge and spin in eV: 3.7218
F_max in eV/A: 4.171
Highest occupied orbital energy in eV: -8.19

ORCA input file:
```
! RIJCOSX wB97M-V def2-TZVPD def2/J DEFGRID3
* xyz 0 1
O -0.593 -1.328 0.583
Si -1.245 -0.233 -0.379
Si 2.426 -0.303 0.055
H -1.019 -1.704 1.342
H -2.640 -0.606 -0.733
H -1.689 0.954 0.548
H -0.444 0.226 -1.479
H 2.575 1.010 -0.653
H 1.812 -1.185 -0.838
*
```